[1]
An isolated ion of composition C8H14ClN2O2 and charge +1 at a distorted geometry, computed with ωB97M-V/def2-TZVPD.

Structure (SMILES) = CO/C([O-])=C/CCC(C)(C)[N+]#[N+]Cl
Electronic energy = -1032.94792 hartree
Lowest unoccupied orbital energy (spin up / spin down) = -7.01 / -7.10 eV
Charge = +1
Highest occupied orbital energy (spin up / spin down) = -13.103 / -13.033 eV
Energy relative to the best compared isomer or geometry (same formula, charge and spin) = 51.93 kcal per mole
M = 205.7 g/mol

Geometry (Å):
C (2.103, 0.465, -0.003)
C (0.929, -1.674, 0.545)
C (-0.624, -1.708, 0.711)
C (1.534, -0.468, 0.923)
C (-1.394, -0.570, -0.123)
C (-2.869, -0.543, 0.324)
C (-1.170, -0.738, -1.656)
C (3.102, 2.642, -0.067)
N (-0.958, 1.773, 0.383)
N (-0.762, 0.637, 0.202)
O (1.832, 0.356, -1.182)
O (2.722, 1.457, 0.609)
Cl (-2.471, 2.588, 0.173)
H (1.144, -2.529, 1.120)
H (1.148, -1.959, -0.559)
H (-1.083, -2.685, 0.319)
H (-1.051, -1.638, 1.656)
H (1.518, -0.007, 1.887)
H (-3.116, 0.260, 1.010)
H (-2.980, -1.631, 0.904)
H (-3.576, -0.542, -0.551)
H (-0.012, -0.429, -1.921)
H (-1.842, -0.126, -2.246)
H (-1.431, -1.834, -1.841)
H (3.567, 2.403, -0.962)
H (3.634, 3.327, 0.637)
H (2.107, 3.172, -0.290)

---

[2]
A 2-piece molecular cluster, C8H14FNO overall at a distorted geometry, computed with ωB97M-V/def2-TZVPD.

Electronic energy = -542.78719 hartree
Lowest unoccupied orbital energy (spin up / spin down) = 0.80 / -1.28 eV
Charge = 0
Highest occupied orbital energy (spin up / spin down) = -9.779 / -6.091 eV
Energy relative to the best compared isomer or geometry (same formula, charge and spin) = 158.42 kcal per mole
M = 159.2 g/mol

Geometry (Å):
C (-0.218, 0.654, -0.301)
C (0.818, 0.621, -1.173)
C (3.082, -1.093, 0.380)
C (-3.174, 1.286, -0.451)
C (-0.773, -1.679, 0.529)
C (4.995, 0.348, -0.121)
C (-2.564, 0.246, 0.457)
C (-1.274, -0.393, -0.205)
N (2.431, -1.707, -0.402)
O (4.040, -0.351, 0.805)
F (0.986, -0.394, -2.176)
H (-0.346, 1.546, 0.314)
H (-4.178, 1.496, -0.092)
H (-3.211, 1.172, -1.474)
H (-2.627, 2.339, -0.357)
H (-1.519, -2.486, 0.565)
H (-0.166, -2.017, -0.240)
H (-0.316, -1.367, 1.544)
H (4.507, 0.991, -0.904)
H (5.608, -0.396, -0.597)
H (5.588, 0.755, 0.699)
H (-3.331, -0.459, 0.593)
H (-2.341, 0.750, 1.347)
H (-1.619, -0.690, -1.168)
H (2.188, -1.724, -1.449)

---

[3]
C8H14I2MoN3O3S as an isolated structure at a distorted geometry, computed with ωB97M-V/def2-TZVPD.

Electronic energy = -1763.89545 hartree
Lowest unoccupied orbital energy (spin up / spin down) = -12.26 / -12.26 eV
Charge = +3
Highest occupied orbital energy (spin up / spin down) = -19.483 / -19.487 eV
Energy relative to the best compared isomer or geometry (same formula, charge and spin) = 91.25 kcal per mole
M = 582.0 g/mol

Geometry (Å):
Mo (0.516, -0.133, -0.241)
I (-0.166, -2.947, 0.682)
C (1.902, -3.282, 1.033)
I (2.930, -1.433, 0.792)
H (2.274, -3.985, 0.296)
H (2.041, -3.635, 2.049)
N (-0.211, -1.864, -3.054)
N (0.591, -1.040, -3.853)
C (1.412, -0.112, -3.376)
O (2.153, 0.662, -3.816)
O (1.263, -0.119, -1.792)
H (0.133, -2.819, -3.121)
H (-1.155, -1.846, -3.427)
H (0.631, -1.170, -4.860)
S (-3.375, 1.975, -1.536)
C (-1.982, 2.895, -1.904)
C (-0.868, 2.258, -1.480)
N (-1.124, 1.041, -0.864)
C (-2.427, 0.781, -0.841)
H (-2.049, 3.848, -2.406)
H (0.145, 2.624, -1.584)
H (-2.844, -0.119, -0.412)
C (1.126, 1.532, 3.437)
C (0.052, 0.726, 2.847)
C (-1.101, 0.247, 3.625)
O (0.116, 0.411, 1.616)
H (0.797, 2.053, 4.334)
H (1.586, 2.206, 2.716)
H (1.897, 0.812, 3.758)
H (-0.971, 0.405, 4.691)
H (-1.317, -0.799, 3.398)
H (-1.974, 0.827, 3.292)

---

[4]
A 2-piece molecular cluster, C8H14I2NO2 overall at a distorted geometry, computed with ωB97M-V/def2-TZVPD.

Electronic energy = -1113.61009 hartree
Lowest unoccupied orbital energy = -3.48 eV
Charge = +1
Highest occupied orbital energy = -12.714 eV
Energy relative to the best compared isomer or geometry (same formula, charge and spin) = 0.00 kcal per mole
M = 410.0 g/mol

Geometry (Å):
I (-3.169, -1.809, -3.297)
C (-1.816, -1.411, -1.676)
C (-0.322, -0.997, -2.031)
C (0.421, -1.783, -0.910)
N (-0.512, -2.107, 0.210)
C (-1.851, -2.375, -0.431)
I (-1.793, -4.513, -0.794)
H (-2.187, -0.477, -1.217)
H (-0.094, -1.293, -3.057)
H (-0.251, 0.068, -1.789)
H (1.383, -1.336, -0.633)
H (0.689, -2.734, -1.393)
H (-0.078, -2.931, 0.627)
H (-0.514, -1.375, 0.953)
H (-2.714, -1.979, 0.116)
O (-0.190, 0.028, 1.863)
C (0.293, 1.092, 1.548)
O (-0.447, 2.134, 1.148)
C (0.416, 3.218, 0.742)
C (1.733, 2.956, 1.443)
C (1.761, 1.436, 1.504)
H (0.510, 3.196, -0.346)
H (-0.030, 4.165, 1.036)
H (2.588, 3.395, 0.933)
H (1.701, 3.362, 2.456)
H (2.199, 0.997, 0.604)
H (2.273, 1.070, 2.391)

---

[5]
A 2-piece molecular cluster, C8H14N overall at a distorted geometry, computed with ωB97M-V/def2-TZVPD.

Electronic energy = -367.57073 hartree
Lowest unoccupied orbital energy = -4.30 eV
Charge = +1
Highest occupied orbital energy = -12.454 eV
Energy relative to the best compared isomer or geometry (same formula, charge and spin) = 68.49 kcal per mole
M = 124.2 g/mol

Geometry (Å):
C (-1.478, -1.170, -0.049)
C (-2.436, -0.466, 0.314)
C (2.701, 0.264, 0.456)
C (-0.619, -2.194, -0.423)
C (3.488, 1.479, 0.176)
C (0.532, -2.474, 0.245)
C (-2.952, 1.696, -0.567)
C (-3.341, 0.641, 0.496)
N (2.055, -0.493, -0.360)
H (2.612, 0.080, 1.481)
H (3.080, 2.336, 0.714)
H (3.705, 2.012, -0.763)
H (4.542, 1.542, 0.543)
H (0.605, -2.113, 1.233)
H (1.403, -1.322, -0.201)
H (1.083, -3.284, -0.026)
H (-1.976, 2.007, -0.306)
H (-3.740, 2.498, -0.500)
H (-3.049, 1.363, -1.555)
H (-4.273, 0.076, 0.175)
H (-3.415, 0.703, 1.602)
H (2.200, -0.425, -1.345)
H (-0.729, -2.756, -1.341)

---

[6]
One molecule with the formula C8H14N2O6 at a distorted geometry, computed with ωB97M-V/def2-TZVPD.

Structure (SMILES) = N[C@@H](CO)C(=O)N[C@@H](CCC(=O)O)C(=O)O
Electronic energy = -874.19202 hartree
Lowest unoccupied orbital energy = 0.28 eV
Charge = 0
Highest occupied orbital energy = -9.580 eV
Energy relative to the best compared isomer or geometry (same formula, charge and spin) = 48.56 kcal per mole
M = 234.2 g/mol

Geometry (Å):
C (-1.748, -0.561, -0.023)
C (-0.884, -0.709, 1.230)
C (-3.155, -0.284, 0.265)
C (0.878, 1.171, 0.476)
C (-0.010, 2.448, 0.382)
C (1.300, 0.649, -0.831)
C (2.018, -0.685, -0.793)
C (3.339, -0.640, -0.123)
H (-1.385, -2.590, -0.356)
H (-2.462, -1.765, -1.390)
H (-1.265, 0.191, -0.569)
H (-3.628, -1.240, 0.671)
H (-3.309, 0.506, 0.967)
H (-3.586, 0.687, -1.361)
H (0.660, 0.076, 2.297)
H (1.797, 1.505, 1.036)
H (0.397, 0.418, -1.326)
H (1.872, 1.351, -1.318)
H (2.227, -1.018, -1.822)
H (1.409, -1.497, -0.336)
H (3.137, -2.563, 0.068)
H (1.638, 3.359, 0.042)
N (-1.603, -1.751, -0.845)
N (0.310, -0.024, 1.319)
O (-1.325, -1.496, 2.073)
O (-3.923, -0.097, -0.909)
O (-1.198, 2.531, 0.456)
O (4.105, 0.280, 0.030)
O (3.654, -1.856, 0.451)
O (0.740, 3.603, 0.237)

---

[7]
One molecule with the formula C8H14N2O6 at a distorted geometry, computed with ωB97M-V/def2-TZVPD.

Structure (SMILES) = C[C@@H](O)[C@H](NC(=O)[C@@H](N)CC(=O)O)C(=O)O
Electronic energy = -874.20162 hartree
Lowest unoccupied orbital energy = 0.46 eV
Charge = 0
Highest occupied orbital energy = -9.307 eV
Energy relative to the best compared isomer or geometry (same formula, charge and spin) = 42.53 kcal per mole
M = 234.2 g/mol

Geometry (Å):
C (-1.135, 0.961, -1.744)
C (-0.335, 0.579, -0.568)
C (-2.624, 1.365, -1.371)
C (-2.624, 2.382, -0.187)
C (1.339, -0.627, 0.562)
C (2.614, -1.273, 0.132)
C (0.582, -1.567, 1.555)
C (0.432, -2.943, 0.980)
H (-1.193, -0.985, -2.479)
H (-0.348, 0.023, -3.602)
H (-0.735, 1.917, -2.166)
H (-3.074, 2.011, -2.262)
H (-3.301, 0.698, -1.060)
H (-2.180, 4.031, 0.402)
H (1.063, -0.681, -1.429)
H (1.576, 0.266, 1.281)
H (-0.278, -0.994, 1.860)
H (1.021, -2.474, 3.191)
H (1.353, -3.470, 1.117)
H (-0.436, -3.500, 1.333)
H (0.220, -2.836, -0.086)
H (3.111, -1.213, 1.943)
N (-1.036, -0.007, -2.791)
N (0.637, -0.326, -0.591)
O (-0.586, 1.129, 0.484)
O (-3.454, 2.262, 0.696)
O (-1.760, 3.395, -0.270)
O (2.850, -1.681, -0.972)
O (1.453, -1.711, 2.694)
O (3.560, -1.358, 1.054)

---

[8]
One molecule with the formula C8H14N2OS at a distorted geometry, computed with ωB97M-V/def2-TZVPD.

Structure (SMILES) = NC1=N[C@@]2(CCCCO2)CCS1
Electronic energy = -896.01950 hartree
Lowest unoccupied orbital energy = 0.45 eV
Charge = 0
Highest occupied orbital energy = -8.559 eV
Energy relative to the best compared isomer or geometry (same formula, charge and spin) = 95.95 kcal per mole
M = 186.3 g/mol

Geometry (Å):
C (1.740, -1.068, 0.291)
C (-0.173, 0.234, -0.603)
C (-0.775, 1.280, 0.269)
C (-1.445, 0.565, 1.585)
C (-2.076, -0.776, 1.091)
C (-2.385, -0.764, -0.445)
C (0.712, 0.954, -1.709)
C (2.174, 1.288, -1.250)
H (2.203, -2.293, 2.156)
H (3.688, -1.826, 0.749)
H (0.040, 1.824, 0.578)
H (-1.479, 1.794, -0.268)
H (-0.618, 0.161, 2.116)
H (-2.069, 1.310, 2.195)
H (-3.047, -0.963, 1.557)
H (-1.325, -1.541, 1.328)
H (-2.661, -1.856, -0.837)
H (-3.400, -0.177, -0.869)
H (0.109, 1.634, -2.158)
H (0.869, 0.108, -2.452)
H (2.693, 1.502, -2.143)
H (2.372, 1.989, -0.384)
N (2.479, -1.953, 1.035)
N (0.588, -0.662, 0.168)
O (-1.286, -0.496, -1.230)
S (3.070, -0.270, -0.764)